Entry from the Open Molecules 2025 dataset: a molecular structure, C28H45ClMnN5O (ωB97M-V with the def2-TZVPD basis set).

Geometry as ORCA input:
```
! wB97M-V def2-TZVPD RIJCOSX def2/J DEFGRID3
* xyz 1 2
Mn 0.17 -1.57 2.41
Cl -4.68 -1.27 -4.68
O 0.31 4.19 -1.47
N -0.14 0.18 1.35
N -0.58 2.29 0.73
N 0.54 -0.53 4.23
N -0.40 1.51 -0.35
N 2.27 -1.36 2.27
C 1.92 -0.01 4.24
C 0.23 -3.73 2.18
C -0.41 1.46 1.73
C -0.52 2.02 -1.71
C -3.27 2.32 -3.67
C -1.60 -2.45 1.64
C -4.09 1.21 -3.78
C -2.57 -2.03 4.01
C -2.02 2.37 -4.29
C -3.67 0.13 -4.54
C -0.15 0.26 0.03
C 0.32 3.25 -3.69
C -0.42 -3.38 3.39
C -0.04 -3.84 4.76
C -2.68 -1.73 0.88
C -1.56 -2.57 3.06
C -1.64 1.28 -5.07
C 2.37 2.48 -0.43
C 3.04 3.45 -2.61
C -1.12 3.57 -4.12
C 0.57 2.99 -2.19
C -0.19 -3.38 -0.35
C 2.04 2.50 -1.93
C -2.45 0.16 -5.20
C 2.28 1.10 -2.51
C 1.45 -4.58 2.04
C 2.82 -1.06 3.61
C -0.49 -3.15 1.09
H -0.49 -4.39 -0.66
H 1.19 -5.60 1.77
H -3.43 -2.70 4.11
H -0.73 -2.70 -1.00
H 2.11 -4.22 1.24
H 2.03 -4.62 2.96
H 3.45 2.53 -0.29
H -1.47 2.54 -1.75
H -0.69 1.30 -5.60
H 4.05 3.15 -2.36
H -0.12 0.21 4.47
H 3.85 -0.72 3.57
H 0.94 4.11 -3.96
H 2.26 0.25 5.25
H 1.92 3.32 0.09
H 2.51 -0.60 1.64
H 2.96 3.44 -3.69
H -2.14 -0.68 -5.81
H 0.70 2.41 -4.28
H -0.50 1.78 2.76
H 0.86 4.90 -1.83
H 1.95 0.90 3.63
H 2.13 1.06 -3.59
H -2.42 -1.59 -0.16
H 2.72 -2.19 1.89
H 2.03 1.55 0.05
H -3.60 3.16 -3.07
H 0.88 -3.29 -0.57
H -2.16 -1.90 5.02
H -3.60 -2.31 0.90
H 1.63 0.34 -2.05
H -5.05 1.18 -3.29
H 3.31 0.80 -2.32
H 0.44 -1.23 4.96
H -2.90 -0.75 1.31
H 1.03 -4.04 4.85
H -1.07 4.10 -5.07
H 0.01 -0.56 -0.66
H -0.58 1.15 -2.36
H -2.96 -1.06 3.69
H -1.56 4.27 -3.40
H 2.92 4.48 -2.26
H 2.78 -1.97 4.20
H -0.31 -3.12 5.54
H -0.56 -4.77 5.03
*
```

The calculation puts the orbital gap (spin up / spin down) at 8.7276 / 8.3565 eV. The calculation puts the highest occupied orbital energy (spin up / spin down) at -0.3969 / -0.3834 Ha. The value obtained for the largest force on an atom is 0.00604 Eh/bohr.

Results of the Löwdin charge analysis, in e, for atoms 1 through 5: Mn 0.51; Cl 0.67; O 0.00; N 0.03; N 0.16